This record from the OMol25 dataset describes the molecule C5H6O2 at a distorted geometry. The level of theory is ωB97M-V with the def2-TZVPD basis set.

The value obtained for the HOMO energy is -9.50 eV. For the molar mass, the calculation gives 98.10 g/mol. For the total energy, the calculation gives -344.4925 Ha. The frontier orbital gap is 0.3780 hartree. As for the total charge: 0.

```
13
C5H6O2 | the OMol25 dataset | ωB97M-V with the def2-TZVPD basis set
O 1.552 -1.050 -1.605
C 0.627 -0.587 -0.968
C -0.582 -1.387 -0.488
O -1.351 -0.503 0.310
C -0.822 0.801 0.299
C 0.367 0.967 1.115
C 0.460 0.804 -0.494
H -0.206 -2.240 0.095
H -1.211 -1.778 -1.297
H -1.604 1.549 0.269
H 0.771 0.157 1.689
H 0.611 1.990 1.416
H 1.339 1.396 -0.256
```